ORCA calculation (ωB97M-V with the def2-TZVPD basis set) on a cluster of 3 separate species, C33H65ClINO8S2 in total in a non-equilibrium geometry.

```
111
Properties=species:S:1:pos:R:3:forces:R:3:lowdin_charge:R:1
C -6.57798 -0.16837 0.11081 0.104 0.441 -0.363 -0.107
C -5.83378 1.13579 -0.36623 0.046 -1.060 -0.563 -0.235
C -5.32902 0.99523 -1.85293 0.656 0.774 0.599 -0.204
C -3.79443 1.36639 -2.04168 -1.707 -0.131 -0.704 -0.201
C -3.69849 2.40841 -3.20771 1.575 -1.096 -0.149 -0.196
C -2.20061 2.43569 -3.70337 -0.160 1.262 -0.070 -0.201
C -1.55345 3.87925 -3.60164 1.000 -1.119 0.962 -0.189
C -0.33392 3.77011 -2.62918 0.423 -0.460 -0.523 -0.224
C 0.84410 2.93397 -3.27063 -0.501 0.994 0.763 -0.209
C 1.81067 2.52623 -2.12356 0.880 -0.092 -0.489 -0.213
C 2.69649 1.27036 -2.42619 -0.770 -0.504 -0.117 -0.199
C 2.24361 0.00799 -1.59839 0.914 0.762 -0.815 -0.198
C 2.56806 0.20725 -0.09112 -0.794 0.954 0.484 -0.158
C 1.33847 -0.15066 0.85749 0.388 0.139 -1.514 -0.084
C 1.58284 -1.25520 1.91118 -0.490 -0.244 3.227 -0.397
N 1.98156 -0.60834 3.18384 -0.498 1.453 -2.505 0.108
C 2.91258 0.26967 3.15900 0.492 1.042 1.024 -0.335
C 2.52329 1.74703 3.48582 0.463 -0.843 1.181 -0.021
C 4.42059 0.06295 2.93031 -0.379 -0.168 -0.838 -0.024
O 2.70192 -2.16512 1.65984 -1.346 0.168 -1.980 -0.281
S 2.57903 -3.17411 0.37436 2.097 -1.157 -0.860 0.977
O 3.65098 -2.76396 -0.53116 -1.000 -0.096 0.614 -0.385
O 1.20441 -2.90661 -0.50909 0.381 0.267 0.958 -0.266
C 0.02173 -3.52892 0.03870 -0.869 0.448 -0.152 -0.315
C 0.23784 -4.99497 0.54151 0.290 0.128 0.533 -0.203
S -1.06407 -6.17845 0.06092 -1.604 -0.833 -0.094 0.684
O -1.74772 -5.78313 -1.14519 0.935 0.392 0.019 -0.346
O -1.91404 -6.49698 1.18459 0.917 0.268 0.180 -0.378
C -0.63143 -2.53506 1.09778 -1.178 -1.058 -0.692 -0.195
C -1.98289 -3.22360 1.55457 -0.247 0.284 0.458 -0.107
C -2.98895 -3.36417 0.38479 0.095 -1.259 1.464 -0.787
O -2.94773 -2.69331 -0.56358 0.291 1.549 -1.769 0.065
Cl -4.35140 -4.54425 0.45696 0.505 0.327 0.709 0.664
C 0.29611 -2.13872 2.29155 0.339 -0.994 0.243 -0.159
C -0.44854 -1.62272 3.56390 -0.795 0.477 0.075 -0.151
C -1.02871 -0.17705 3.48252 -0.408 0.115 0.506 -0.309
C -1.95703 0.13847 2.27946 0.804 0.466 0.456 -0.590
I -2.67031 2.19096 2.56342 0.041 -0.546 -0.167 0.806
H -7.49780 0.08540 0.66890 0.416 -0.282 -0.240 0.063
H -5.94968 -0.82191 0.74539 -0.229 0.386 -0.284 0.057
H -6.83527 -0.75144 -0.79811 -0.139 0.227 0.700 0.063
H -4.94381 1.31528 0.26928 -0.692 0.152 -0.150 0.047
H -6.52607 1.99921 -0.33504 0.499 -0.405 0.291 0.100
H -5.47484 -0.01787 -2.27226 -0.130 0.450 0.372 0.099
H -5.92222 1.70517 -2.46613 0.290 -0.529 0.200 0.096
H -3.28824 0.41406 -2.30207 0.039 0.685 -0.022 0.104
H -3.33700 1.73810 -1.10364 -0.247 0.018 -0.496 0.092
H -4.02958 3.41259 -2.87650 0.102 -0.595 -0.154 0.108
H -4.31566 2.08025 -4.06813 0.022 0.187 0.663 0.106
H -2.07244 2.10776 -4.75411 -0.422 -0.062 0.547 0.105
H -1.61732 1.72275 -3.08189 -0.272 0.488 -0.363 0.086
H -2.25548 4.62371 -3.18238 0.208 -0.331 -0.569 0.099
H -1.14406 4.17358 -4.58827 -0.503 0.208 0.483 0.103
H 0.06652 4.76402 -2.33754 -0.252 -0.470 -0.156 0.111
H -0.59881 3.23655 -1.68814 -0.269 0.478 -0.534 0.099
H 0.46409 2.06666 -3.84539 0.144 0.319 0.433 0.104
H 1.32639 3.63223 -3.99099 0.010 -0.701 0.300 0.115
H 1.23116 2.33062 -1.19518 0.280 0.258 -0.489 0.094
H 2.49158 3.38917 -1.94669 -0.581 -0.429 0.196 0.115
H 3.77772 1.45615 -2.26433 -0.583 -0.064 -0.131 0.109
H 2.52529 0.99736 -3.49090 0.454 0.246 0.489 0.105
H 2.77708 -0.84843 -2.05122 -0.373 0.160 0.555 0.099
H 1.16437 -0.11570 -1.82081 0.434 -0.084 0.445 0.113
H 3.51686 -0.24796 0.23569 -0.527 -0.106 -0.346 0.096
H 2.70258 1.30685 0.04568 0.106 -0.685 -0.055 0.104
H 0.98685 0.78682 1.33455 0.267 -0.759 0.141 0.112
H 0.54080 -0.38496 0.11985 0.336 -0.357 0.807 0.096
H 3.24201 2.47167 3.06243 -0.420 -0.361 0.076 0.082
H 1.47243 1.94865 3.21273 0.627 -0.086 -0.080 0.061
H 2.57690 1.85071 4.59661 -0.014 0.085 -0.628 0.094
H 4.65197 -0.99785 2.72365 -0.100 0.605 0.194 0.080
H 5.02315 0.43851 3.78307 -0.557 -0.198 -0.319 0.093
H 4.71452 0.67305 2.05041 -0.029 -0.291 0.430 0.084
H -0.66228 -3.59170 -0.83586 0.432 0.170 0.548 0.143
H 0.23902 -4.98851 1.65076 0.114 -0.397 -0.598 0.107
H 1.17713 -5.46731 0.18401 -0.527 0.470 0.119 0.096
H -0.40816 -7.36130 -0.22920 0.265 0.796 0.153 0.089
H -1.00710 -1.67917 0.50069 0.664 -0.360 0.330 0.122
H -2.51298 -2.52438 2.23841 0.281 -0.530 -0.357 0.106
H -1.83744 -4.15135 2.13608 -0.208 0.282 -0.450 0.114
H 0.74778 -3.10646 2.63217 -0.189 0.625 -0.165 0.145
H 0.18226 -1.68184 4.47478 0.038 0.189 -0.860 0.120
H -1.30225 -2.28198 3.84795 0.585 0.148 -0.570 0.111
H -1.60766 -0.00188 4.41866 0.312 -0.153 -0.554 0.099
H -0.21988 0.57836 3.50390 -0.340 -0.581 -0.144 0.062
H -1.35312 0.19362 1.35897 -0.682 -0.122 0.275 0.022
H -2.85920 -0.48447 2.19122 0.441 0.340 -0.058 0.042
C 6.38152 -4.86210 -4.08029 0.089 -0.111 -0.213 -0.066
C 6.28796 -5.76207 -2.85773 -0.118 0.651 0.116 -0.499
C 5.11443 -5.37045 -1.97316 -0.038 -0.183 0.124 -0.072
O 7.49986 -5.67707 -2.10914 0.118 -0.307 -0.003 -0.057
H 6.53666 -3.82064 -3.78376 -0.126 -0.020 0.070 0.081
H 7.23313 -5.14688 -4.70097 -0.056 -0.056 0.012 0.078
H 5.47400 -4.92007 -4.68462 0.021 0.045 0.011 0.079
H 6.17948 -6.80125 -3.17483 0.201 -0.015 0.093 0.136
H 5.22533 -4.34766 -1.60671 -0.043 0.021 -0.142 0.058
H 5.06739 -6.01812 -1.09445 -0.001 -0.049 -0.070 0.080
H 4.16836 -5.44413 -2.51436 0.009 0.057 0.020 0.081
H 7.60681 -4.76185 -1.82348 -0.052 -0.077 -0.036 0.087
C -0.64697 6.80502 2.58463 0.165 0.138 -0.129 -0.064
C -2.12224 6.94103 2.23912 0.159 -0.530 0.421 -0.499
C -2.99487 6.80843 3.47805 -0.207 0.141 -0.002 -0.063
O -2.48429 5.93994 1.29083 -0.103 0.199 -0.232 -0.075
H -0.43979 5.82179 3.01820 -0.099 0.032 0.086 0.077
H -0.03383 6.89237 1.68575 -0.048 0.057 0.016 0.079
H -0.33476 7.57212 3.29635 0.015 -0.043 0.003 0.079
H -2.30066 7.90886 1.76659 -0.055 -0.117 -0.143 0.138
H -2.86398 5.82529 3.94099 0.132 0.034 0.007 0.074
H -4.05015 6.89816 3.21420 0.048 0.057 -0.017 0.080
H -2.75314 7.57556 4.21657 -0.010 -0.048 0.016 0.079
H -2.33012 5.07929 1.69946 0.032 0.035 -0.073 0.000
```
Forces are in eV/Å.

The gap between HOMO and LUMO is 0.3185 Eh. The value obtained for the total energy is -3507.12814 hartree.